1.
Formula: C3H3NS
Source: the Open Molecules 2025 dataset
Level of theory: the ωB97M-V functional and the def2-TZVPD basis

Calculated values
E_LUMO: 0.25 eV
Electronic energy: -15481.7118 eV
HOMO level: -9.1 eV
SMILES: C#C/C=N/S
ΔE to the lowest compared entry with this formula, charge and spin: 47.2 kcal/mol

Structure (XYZ):
```
8
Properties=species:S:1:pos:R:3:nbo_charge:R:1
C 2.4801 -0.1102 -0.0078 -0.168
C 1.2957 0.1099 0.0242 -0.080
C -0.1093 0.3983 0.1421 0.002
N -1.0056 -0.4946 0.0369 -0.469
S -2.6438 0.1072 -0.0188 0.163
H 3.5267 -0.3806 -0.1867 0.247
H -0.3354 1.4744 -0.0970 0.177
H -3.2084 -1.1044 0.1071 0.127
```

=====

2.
Formula: C3H3N2O3PS
Source: the Open Molecules 2025 dataset
Level of theory: the ωB97M-V functional and the def2-TZVPD basis

Calculated values
E_LUMO: 5.69 eV
Charge: -2
Electronic energy: -32403.0192 eV
HOMO level: 0.7 eV
ΔE to the lowest compared entry with this formula, charge and spin: 106.8 kcal/mol

Structure (XYZ):
```
13
Properties=species:S:1:pos:R:3:nbo_charge:R:1
C 1.8930 -1.2535 0.3594 -0.225
C 0.1642 -2.1227 1.8250 -0.579
C 0.0174 0.0922 0.3199 0.175
N 1.1146 -0.3201 -0.0834 -0.478
N -0.5385 1.4319 0.2330 -0.850
O -0.4491 -3.4665 1.5692 -0.869
O 1.6118 -4.1429 3.1250 -1.170
O -0.5557 -3.2321 4.2778 -1.181
P 0.3687 -3.2785 3.0788 2.278
S -0.9220 -0.8831 1.6670 0.061
H 2.0554 -2.2761 -0.1445 0.155
H -1.4727 1.2832 0.5323 0.342
H -0.1701 1.8306 1.1007 0.340
```